(1)
Here is a molecular structure, C41H44NO2PPtSi at a distorted geometry from OMol25. Energies are from ωB97M-V with the def2-TZVPD basis set.

```
! wB97M-V def2-TZVPD RIJCOSX def2/J DEFGRID3
* xyz 0 1
Pt -0.92 0.21 0.32
P -0.53 0.41 -2.05
Si 1.00 -1.66 1.62
O -2.77 2.37 0.74
O -3.53 -0.50 0.77
N 0.65 1.11 2.15
C 3.63 -1.43 0.47
C 0.52 -3.43 3.82
C 1.12 2.78 3.96
C 1.62 1.80 1.30
C -2.76 1.06 -3.66
C 4.59 -1.58 -0.52
C 2.72 2.53 2.07
C 0.57 -0.02 -3.43
C -4.07 0.91 -4.07
C -0.77 -1.79 1.01
C 1.95 -2.17 -1.04
C -1.17 4.22 -0.85
C 1.94 -4.34 2.14
C 2.29 -1.72 0.23
C 2.90 -2.36 -2.02
C -1.81 2.02 0.10
C -4.83 -0.14 -3.58
C 0.08 2.05 3.10
C 0.47 -4.66 4.46
C -2.21 0.17 -2.74
C 1.92 0.32 -3.33
C 1.90 -5.57 2.77
C -0.52 4.99 -1.79
C 0.17 3.02 -2.96
C 1.19 -0.11 2.76
C -4.28 -1.04 -2.69
C 0.16 -0.85 -4.48
C 0.15 4.40 -2.85
C 2.82 -0.09 -4.29
C -2.98 -0.88 -2.25
C -1.15 2.82 -0.94
C 2.40 -0.89 -5.34
C -3.26 0.35 2.98
C -0.44 2.22 -2.01
C 2.10 3.52 3.05
C -4.05 -0.07 1.77
C 1.25 -3.25 2.65
C -5.54 0.11 1.89
C 1.16 -5.74 3.93
C 4.23 -2.07 -1.76
C 1.07 -1.26 -5.43
H 3.35 1.82 2.62
H 1.07 2.54 0.71
H -0.49 2.79 2.53
H 2.43 -6.41 2.35
H -5.89 -0.28 2.84
H 0.65 5.01 -3.59
H 3.93 -1.08 1.45
H -0.61 1.52 3.76
H 0.91 -2.38 -1.26
H 1.55 4.29 2.49
H -2.16 1.87 -4.05
H 1.10 -6.71 4.40
H 2.26 0.92 -2.49
H -0.12 -4.79 5.35
H -2.22 0.46 2.69
H 3.11 -1.24 -6.07
H -3.35 -0.41 3.76
H 4.98 -2.23 -2.52
H 0.60 -0.31 3.66
H 2.87 4.02 3.64
H 0.69 2.55 -3.78
H -4.50 1.61 -4.76
H -0.55 6.07 -1.71
H 1.66 2.06 4.57
H -1.72 4.69 -0.04
H -3.65 1.28 3.37
H 2.61 -2.71 -3.00
H -5.86 -0.24 -3.89
H -5.75 1.18 1.86
H 0.61 3.47 4.63
H -6.05 -0.37 1.06
H -0.93 -2.54 0.23
H -1.49 -1.95 1.81
H 2.06 1.07 0.61
H -0.03 -2.60 4.24
H -4.87 -1.87 -2.32
H 5.62 -1.33 -0.32
H -2.56 -1.55 -1.52
H 2.52 -4.22 1.24
H -0.88 -1.14 -4.55
H 2.22 0.03 3.10
H 3.86 0.21 -4.22
H 0.73 -1.88 -6.25
H 3.36 3.05 1.36
*
```

The value obtained for the total energy is -2544.13202 Eh. For the relative energy (zero: lowest compared OMol25 entry of this formula, charge and spin), the calculation gives 4.2 kcal/mol. The LUMO energy is -0.244 eV. As for the orbital gap: 0.225 hartree.

Mulliken population analysis, charges in e, atoms 1 to 6:
1 Pt 2.73
2 P 1.62
3 Si -0.83
4 O -0.72
5 O -0.30
6 N 0.78

(2)
Here is a molecular structure, C41H45ClCoN7O9SSeSi from OMol25. Energies are from ωB97M-V with the def2-TZVPD basis set.

```
! wB97M-V def2-TZVPD RIJCOSX def2/J DEFGRID3
* xyz 0 5
Se -3.26 -2.54 1.62
Co -0.81 0.12 -0.18
Cl -0.53 0.15 5.80
S 1.95 1.19 -1.31
Si -5.46 -2.59 0.91
O -2.23 -2.76 -1.82
O 0.97 6.69 0.32
O 1.38 -1.12 0.28
O -3.97 1.70 1.30
O -2.80 0.20 0.08
O -3.52 1.28 5.69
O 3.96 5.70 1.27
O -4.67 0.39 4.02
O 1.85 -5.10 -1.76
N -0.46 -1.91 -0.71
N 1.71 5.06 1.71
N 1.57 -3.14 -0.69
N -0.89 0.34 1.99
N 0.48 0.81 -1.77
N -1.10 2.44 -0.10
N -0.22 0.13 3.15
C 1.70 4.85 -3.04
C -6.29 -0.97 1.32
C -2.33 0.57 3.70
C -0.16 -3.85 -4.10
C 2.85 5.84 2.13
C 3.87 -0.78 3.25
C -1.11 -2.91 -1.38
C 4.91 -1.43 -2.12
C 1.17 -0.19 3.18
C 4.01 -0.61 -1.46
C -2.15 0.58 2.31
C 2.97 5.36 -2.83
C -6.21 -3.96 1.94
C 1.60 -1.33 3.84
C -1.07 0.27 4.19
C -3.10 0.87 1.15
C -2.11 4.32 -1.16
C 2.07 0.65 2.54
C 0.86 5.55 0.75
C 3.43 0.35 2.58
C 3.15 0.19 -2.20
C -0.19 4.63 0.23
C -0.22 3.26 0.46
C 4.07 -0.64 -4.24
C 2.37 2.79 -2.03
C -0.96 -5.28 -0.56
C -0.48 -5.07 0.88
C -0.71 -4.77 -3.01
C -1.17 5.16 -0.60
C 1.40 3.56 -2.63
C 3.17 0.18 -3.59
C 3.65 3.30 -1.81
C -2.04 2.96 -0.89
C -5.49 -3.02 -0.92
C -3.61 0.73 4.45
C 4.94 -1.45 -3.51
C 3.95 4.59 -2.22
C 2.96 -1.61 3.88
C -0.40 -4.27 -1.60
C 1.10 -4.23 -1.39
C 0.82 -2.03 -0.34
H 0.94 5.46 -3.51
H -7.26 -4.11 1.68
H 5.64 -2.09 -4.02
H -0.60 -2.85 -4.02
H 3.75 6.14 0.44
H 4.10 -0.65 -5.32
H 1.71 1.51 2.00
H 0.40 3.15 -2.77
H 2.49 0.82 -4.15
H 4.94 4.98 -2.06
H 0.93 -3.76 -4.03
H -2.75 2.25 -1.30
H 2.55 -3.12 -0.48
H 0.52 2.77 1.09
H -0.29 -5.76 -3.12
H 1.71 4.08 1.92
H -1.80 -4.83 -3.11
H -4.51 -3.37 -1.24
H -5.75 -2.14 -1.52
H 4.40 2.68 -1.33
H 3.20 6.38 -3.14
H 5.58 -2.06 -1.55
H -2.61 1.47 5.93
H 2.53 6.88 2.19
H -2.05 -5.21 -0.60
H -6.23 -3.80 -1.12
H 0.57 -5.34 0.99
H -6.05 -0.20 0.58
H -1.06 -5.69 1.56
H -1.18 6.23 -0.78
H -5.93 -0.60 2.28
H -2.89 4.70 -1.81
H -0.66 -6.27 -0.89
H -7.37 -1.09 1.38
H 0.88 -1.99 4.30
H 3.30 -2.50 4.39
H 0.37 0.73 -2.77
H -6.16 -3.70 3.00
H 4.13 1.00 2.07
H 3.95 -0.58 -0.37
H 3.16 5.49 3.11
H -0.61 -4.04 1.20
H 4.93 -1.01 3.28
H -5.68 -4.91 1.80
H -0.40 -4.24 -5.09
*
```

The value obtained for the total energy is -7582.07010 Eh. For the relative energy (zero: lowest compared OMol25 entry of this formula, charge and spin), the calculation gives 28.8 kcal/mol. The LUMO energy (spin up / spin down) is -0.089 / -0.967 eV. As for the orbital gap (spin up / spin down): 0.292 / 0.247 hartree.

Mulliken population analysis, charges in e, atoms 1 to 6:
1 Se -0.17
2 Co 0.31
3 Cl -0.24
4 S 1.27
5 Si 0.52
6 O -0.71